i) The following is a quantum chemistry calculation of C3H8N2OS in the gas phase, from OMol25.

Properties
Structure (SMILES): [H]/N=C(/NO)[C@@H](C)S
LUMO level (eV): 0.520
Orbital gap (Ha): 0.352

Structure (ORCA input):
```
! RIJCOSX wB97M-V def2-TZVPD def2/J DEFGRID3
* xyz 0 1
C -1.833 -0.260 -0.918
C -0.427 0.239 -0.613
C -0.029 -0.971 0.264
H -1.737 -1.414 -1.148
H -2.330 -0.390 0.229
H -2.593 0.151 -1.774
H 0.418 0.196 -1.461
H -0.514 1.998 1.267
H -1.684 -2.042 0.339
H 1.617 -1.964 1.206
H 2.217 0.753 0.321
N -0.700 -1.959 0.658
N 1.295 -0.971 0.966
O 2.145 -0.272 0.116
S -0.187 1.959 -0.230
*
```


ii) The following is a quantum chemistry calculation of C3H8N2OS in the gas phase, from OMol25.

Properties
Structure (SMILES): NC(=S)[C@H](N)CO
LUMO level (eV): 0.407
Orbital gap (Ha): 0.314

Structure (ORCA input):
```
! RIJCOSX wB97M-V def2-TZVPD def2/J DEFGRID3
* xyz 0 1
C -0.496 0.206 0.690
C 0.721 -0.713 0.874
C -1.235 -0.081 -0.669
H 0.827 1.642 0.176
H -0.658 2.280 0.419
H -1.269 -0.047 1.435
H 1.081 -0.691 1.940
H 0.436 -1.728 0.619
H 2.520 -0.802 0.292
H -0.842 -0.605 -2.614
H 0.540 -0.472 -1.576
N 0.008 1.578 0.809
N -0.480 -0.369 -1.703
O 1.742 -0.315 0.032
S -2.894 0.116 -0.726
*
```


iii) The following is a quantum chemistry calculation of C3H8N2OS in the gas phase, from OMol25.

Properties
Structure (SMILES): NC(=O)[C@@H](N)CS
LUMO level (eV): 0.682
Orbital gap (Ha): 0.362

Structure (ORCA input):
```
! RIJCOSX wB97M-V def2-TZVPD def2/J DEFGRID3
* xyz 0 1
N -0.595 -1.772 -1.204
C -0.506 -0.502 -0.542
C -0.896 -0.558 0.927
S -1.135 1.205 1.565
C 1.109 -0.079 -0.768
N 1.463 1.240 -0.675
O 1.871 -0.915 -1.178
H -0.113 -1.829 -2.111
H -0.186 1.410 2.451
H -0.059 -2.528 -0.760
H -1.004 0.113 -1.308
H -0.014 -1.028 1.405
H -1.830 -1.025 1.178
H 0.817 1.890 -0.223
H 2.043 1.668 -1.374
*
```


iv) The following is a quantum chemistry calculation of C3H8N2OS in the gas phase, from OMol25.

Properties
Structure (SMILES): CC/C(=N/S)NO
LUMO level (eV): 0.843
Orbital gap (Ha): 0.333

Structure (ORCA input):
```
! RIJCOSX wB97M-V def2-TZVPD def2/J DEFGRID3
* xyz 0 1
C -1.977 -0.372 -0.494
C -0.951 -0.605 0.646
C 0.428 -0.149 0.333
H -3.030 -0.369 -0.229
H -1.766 0.607 -0.996
H -1.801 -1.135 -1.234
H -1.350 -0.088 1.537
H -0.747 -1.655 0.862
H -0.355 1.698 0.475
H 1.852 2.238 -0.653
H 3.293 -1.740 -0.536
N 0.387 1.221 -0.045
N 1.381 -0.964 0.188
O 1.630 1.862 0.208
S 3.005 -0.549 -0.062
*
```


Computed energies relative to the best structure, in kJ/mol: i) 444.5; ii) 0.0; iii) 27.1; iv) 218.9


i) The following is a quantum chemistry calculation of 2 unconnected molecules or ions with the total composition C3H5ClNOS, from OMol25.

Properties
LUMO level (spin up / spin down) (eV): -7.738 / -7.745
Orbital gap (spin up / spin down) (Ha): 0.185 / 0.182

Structure (ORCA input):
```
! RIJCOSX wB97M-V def2-TZVPD def2/J DEFGRID3
* xyz 1 1
C 0.310 0.766 0.085
C -0.689 0.150 -0.928
C -0.405 0.186 1.127
N -1.398 -0.449 0.257
O 1.300 1.467 -0.049
S 3.179 -1.425 -0.049
Cl 3.458 0.471 -0.225
H -1.298 0.877 -1.462
H -0.294 -0.593 -1.619
H -0.395 0.164 2.200
H -2.368 -0.137 0.383
H -1.401 -1.478 0.282
*
```


ii) The following is a quantum chemistry calculation of 2 unconnected molecules or ions with the total composition C3H5ClNOS, from OMol25.

Properties
LUMO level (spin up / spin down) (eV): -7.738 / -7.736
Orbital gap (spin up / spin down) (Ha): 0.214 / 0.217

Structure (ORCA input):
```
! RIJCOSX wB97M-V def2-TZVPD def2/J DEFGRID3
* xyz 1 1
C -0.904 1.285 -0.240
C 0.020 0.534 0.759
C -0.734 0.203 -1.157
N 0.135 -0.563 -0.262
O -1.516 2.309 -0.192
S -3.207 -1.159 -0.196
Cl -4.534 0.246 -0.064
H 0.967 1.027 0.974
H -0.455 0.221 1.686
H -0.914 -0.011 -2.192
H 1.087 -0.732 -0.614
H -0.244 -1.470 0.037
*
```


Computed energies relative to the best structure, in kJ/mol: i) 63.0; ii) 0.0


i) The following is a quantum chemistry calculation of a molecular structure, C14H14AsCl3F6GeIN2O9P2Sr, from OMol25.

Properties
LUMO level (eV): 1.746
Orbital gap (Ha): 0.317

Structure (ORCA input):
```
! RIJCOSX wB97M-V def2-TZVPD def2/J DEFGRID3
* xyz -1 1
Sr -1.016 -2.549 1.218
C -2.610 2.615 -2.233
C -1.146 2.654 -1.934
N -0.531 3.837 -1.909
C 0.764 3.872 -1.619
C 1.536 2.760 -1.299
C 3.012 2.950 -1.048
O 3.604 3.841 -1.990
C 0.902 1.518 -1.293
C 1.559 0.225 -0.946
N 2.213 -0.101 0.088
C 2.391 0.764 1.200
C 3.703 1.112 1.531
C 3.969 1.900 2.630
C 2.923 2.321 3.448
C 1.629 1.933 3.161
C 1.342 1.147 2.040
I -0.638 0.586 1.740
C -0.439 1.490 -1.659
O -1.124 0.285 -1.645
H -2.990 3.634 -2.245
H -2.807 2.164 -3.210
H -3.148 2.027 -1.488
H 1.239 4.847 -1.638
H 3.187 3.397 -0.069
H 3.522 1.984 -1.056
H 3.398 3.517 -2.873
H 1.440 -0.570 -1.684
H 4.499 0.744 0.897
H 4.990 2.174 2.861
H 3.119 2.930 4.321
H 0.823 2.237 3.816
O -4.981 -1.170 -0.618
P -3.788 -1.438 0.405
O -3.274 -0.187 1.030
O -2.747 -2.248 -0.350
O -4.461 -2.434 1.506
P -3.609 -3.347 2.597
O -2.937 -4.427 1.499
O -4.484 -3.944 3.599
O -2.457 -2.445 3.012
H -5.676 -0.629 -0.223
H -2.890 -3.912 0.661
F 1.215 -2.915 0.255
As 1.215 -4.669 0.527
F 1.914 -4.864 -1.019
F -0.426 -4.626 -0.189
F 1.082 -6.330 0.855
F 0.428 -4.327 2.113
F 2.739 -4.515 1.292
Cl -0.519 0.199 -4.799
Ge -1.432 -0.656 -3.090
Cl -3.533 -0.745 -3.389
Cl -0.693 -2.612 -2.784
*
```


ii) The following is a quantum chemistry calculation of a molecular structure, C14H14AsCl3F6GeIN2O9P2Sr, from OMol25.

Properties
LUMO level (eV): 1.796
Orbital gap (Ha): 0.267

Structure (ORCA input):
```
! RIJCOSX wB97M-V def2-TZVPD def2/J DEFGRID3
* xyz -1 1
Sr 1.302 -0.474 -0.393
C 1.167 -1.457 -4.928
C 0.493 -0.120 -4.881
N -0.131 0.316 -5.950
C -0.749 1.512 -5.904
C -0.747 2.342 -4.810
C -1.526 3.632 -4.880
O -0.742 4.806 -4.767
C -0.047 1.910 -3.659
C 0.144 2.686 -2.446
N -0.382 3.820 -2.166
C -0.038 4.377 -0.918
C 0.572 5.633 -0.910
C 0.966 6.236 0.270
C 0.742 5.602 1.484
C 0.109 4.372 1.504
C -0.286 3.772 0.316
I -1.298 1.941 0.474
C 0.546 0.626 -3.659
O 1.110 0.105 -2.614
H 0.713 -2.148 -4.214
H 2.218 -1.372 -4.647
H 1.084 -1.866 -5.933
H -1.269 1.812 -6.808
H -2.304 3.623 -4.108
H -2.022 3.678 -5.851
H -0.499 4.837 -3.827
H 0.841 2.236 -1.740
H 0.752 6.113 -1.864
H 1.459 7.199 0.240
H 1.063 6.056 2.412
H -0.063 3.863 2.442
O 2.978 -2.925 2.366
P 2.170 -3.682 1.161
O 2.555 -5.085 1.061
O 2.102 -2.730 0.013
O 0.675 -3.566 1.902
P -0.142 -2.222 1.956
O -1.252 -2.504 3.039
O -0.731 -1.706 0.712
O 0.869 -1.134 2.522
H 1.730 -1.486 2.812
H -0.934 -3.018 3.791
F 2.255 1.820 0.068
As 3.450 1.767 1.396
F 4.691 1.637 0.214
F 3.235 -0.010 1.281
F 4.573 1.572 2.675
F 2.122 1.785 2.501
F 3.546 3.476 1.406
Cl 4.942 -1.348 4.095
Ge 4.720 -2.815 2.594
Cl 5.735 -2.292 0.821
Cl 5.458 -4.668 3.301
*
```


Computed energies relative to the best structure, in kJ/mol: i) 140.2; ii) 0.0


i) The following is a quantum chemistry calculation of C20H27N3O2 in the gas phase, from OMol25.

Properties
Structure (SMILES): CCN(CC)CCNCC(=O)Nc1ccc(Oc2ccccc2)cc1
LUMO level (eV): 0.735
Orbital gap (Ha): 0.316

Structure (ORCA input):
```
! RIJCOSX wB97M-V def2-TZVPD def2/J DEFGRID3
* xyz 0 1
C -6.606 1.877 0.186
H -6.857 1.698 -0.857
H -7.168 1.177 0.800
H -6.914 2.886 0.447
C -5.098 1.721 0.416
N -4.554 0.406 0.146
C -4.686 -0.045 -1.224
H -5.603 -0.630 -1.402
C -3.459 -0.895 -1.601
N -2.200 -0.222 -1.336
H -2.267 0.158 -0.392
C -1.875 0.856 -2.255
C -0.404 1.263 -2.142
O -0.005 2.343 -2.520
N 0.349 0.274 -1.604
C 1.713 0.248 -1.319
C 2.572 1.295 -1.644
C 3.912 1.214 -1.323
C 4.420 0.092 -0.677
C 3.569 -0.966 -0.371
C 2.228 -0.883 -0.687
H 1.571 -1.706 -0.446
H 3.961 -1.851 0.108
O 5.772 0.047 -0.444
C 6.253 -0.527 0.700
C 7.536 -1.066 0.644
C 8.108 -1.608 1.778
C 7.411 -1.621 2.975
C 6.141 -1.074 3.034
C 5.559 -0.525 1.906
H 4.574 -0.084 1.958
H 5.596 -1.068 3.966
H 7.858 -2.050 3.860
H 9.102 -2.027 1.726
H 8.066 -1.046 -0.296
H 4.585 2.020 -1.571
H 2.180 2.167 -2.139
H -0.194 -0.544 -1.338
H -2.480 1.765 -2.130
H -2.027 0.498 -3.279
H -3.459 -1.816 -1.012
H -3.503 -1.165 -2.659
H -4.717 0.833 -1.873
C -4.863 -0.595 1.156
C -3.674 -0.809 2.093
H -3.387 0.132 2.557
H -3.936 -1.517 2.876
H -2.820 -1.197 1.544
H -5.734 -0.294 1.752
H -5.114 -1.543 0.672
H -4.862 1.963 1.455
H -4.565 2.438 -0.218
*
```


ii) The following is a quantum chemistry calculation of C20H27N3O2 in the gas phase, from OMol25.

Properties
Structure (SMILES): CCN(CC)CCNCC(=O)Nc1ccc(Oc2ccccc2)cc1
LUMO level (eV): 0.720
Orbital gap (Ha): 0.316

Structure (ORCA input):
```
! RIJCOSX wB97M-V def2-TZVPD def2/J DEFGRID3
* xyz 0 1
C -6.859 -2.193 -1.595
H -7.317 -2.900 -0.908
H -7.597 -1.918 -2.344
H -6.030 -2.687 -2.098
C -6.385 -0.933 -0.861
N -5.289 -1.107 0.078
C -3.992 -1.236 -0.568
H -3.311 -1.749 0.114
C -3.412 0.150 -0.861
N -3.292 0.882 0.390
H -4.167 0.748 0.892
C -3.019 2.295 0.203
C -1.544 2.536 -0.132
O -1.168 3.508 -0.749
N -0.760 1.554 0.376
C 0.622 1.390 0.303
C 1.462 2.336 -0.279
C 2.824 2.115 -0.324
C 3.372 0.954 0.212
C 2.537 0.016 0.810
C 1.175 0.234 0.850
H 0.530 -0.498 1.315
H 2.957 -0.877 1.250
O 4.739 0.832 0.197
C 5.321 -0.393 0.016
C 6.584 -0.578 0.573
C 7.257 -1.769 0.380
C 6.681 -2.784 -0.367
C 5.431 -2.595 -0.930
C 4.749 -1.406 -0.747
H 3.781 -1.255 -1.202
H 4.981 -3.376 -1.525
H 7.207 -3.715 -0.513
H 8.235 -1.905 0.816
H 7.018 0.224 1.150
H 3.483 2.842 -0.772
H 1.040 3.234 -0.698
H -1.289 0.812 0.828
H -3.222 2.825 1.138
H -3.626 2.763 -0.588
H -2.422 0.049 -1.316
H -4.054 0.682 -1.581
H -4.034 -1.817 -1.500
C -5.525 -2.093 1.121
C -6.736 -1.746 1.980
H -6.750 -2.386 2.860
H -6.679 -0.710 2.305
H -7.667 -1.893 1.440
H -5.639 -3.113 0.718
H -4.638 -2.090 1.762
H -7.227 -0.499 -0.316
H -6.062 -0.196 -1.600
*
```


Computed energies relative to the best structure, in kJ/mol: i) 9.4; ii) 0.0